{"formula": "C29H31BF2I2N3O6STi", "method": "wB97M-V/def2-TZVPD", "relative_energy_kj_mol": 0.0, "charge": -1, "symbols": ["Ti", "C", "C", "C", "C", "C", "C", "C", "C", "C", "C", "H", "H", "H", "H", "H", "H", "H", "H", "H", "H", "H", "H", "H", "H", "O", "C", "N", "S", "O", "O", "C", "C", "C", "C", "C", "C", "H", "H", "H", "H", "F", "B", "F", "I", "I", "O", "C", "O", "H", "C", "N", "N", "C", "O", "C", "C", "C", "C", "C", "C", "C", "C", "C", "H", "H", "H", "H", "H", "H", "H", "H", "H", "H", "H", "H"], "positions_angstrom": [[-0.053, -0.674, 0.606], [1.924, 4.130, -2.469], [0.727, 4.296, -1.540], [0.014, 5.624, -1.808], [-0.261, 3.150, -1.607], [-0.299, 2.229, -2.650], [-1.231, 1.200, -2.665], [-2.164, 1.062, -1.642], [-3.242, 0.013, -1.721], [-2.112, 1.969, -0.583], [-1.179, 2.995, -0.571], [2.643, 4.931, -2.288], [1.629, 4.184, -3.521], [2.427, 3.175, -2.303], [1.095, 4.333, -0.510], [-0.416, 5.632, -2.815], [0.718, 6.454, -1.720], [-0.782, 5.793, -1.083], [0.422, 2.295, -3.455], [-1.233, 0.489, -3.484], [-2.834, -0.959, -2.009], [-3.990, 0.291, -2.468], [-3.757, -0.090, -0.766], [-2.815, 1.871, 0.236], [-1.153, 3.691, 0.264], [-1.958, -3.294, -0.713], [-2.513, -2.650, 0.153], [-1.965, -1.600, 0.866], [-2.947, -1.133, 2.108], [-3.245, 0.269, 2.027], [-2.491, -1.644, 3.374], [-4.330, -2.102, 1.598], [-5.606, -2.143, 2.127], [-6.495, -3.039, 1.551], [-6.106, -3.862, 0.494], [-4.817, -3.806, -0.015], [-3.935, -2.905, 0.555], [-5.896, -1.502, 2.948], [-7.508, -3.100, 1.928], [-6.823, -4.551, 0.067], [-4.493, -4.433, -0.835], [0.223, -3.477, 1.678], [1.072, -2.669, 0.961], [2.313, -2.542, 1.501], [2.068, 0.849, 0.114], [-0.323, 5.831, 2.248], [1.176, -3.231, -0.463], [0.601, -2.590, -1.397], [0.065, -1.477, -1.274], [0.621, -3.072, -2.375], [0.954, 1.114, 6.752], [0.988, 1.298, 5.312], [0.665, 0.215, 4.523], [0.125, 0.678, 3.367], [-0.138, -0.136, 2.418], [0.012, 2.075, 3.455], [0.522, 2.417, 4.682], [0.587, 3.744, 5.341], [1.319, -1.045, 4.692], [0.578, -2.205, 4.550], [1.228, -3.424, 4.675], [2.584, -3.471, 4.959], [3.310, -2.296, 5.101], [2.681, -1.070, 4.955], [1.579, 0.268, 7.025], [-0.067, 0.944, 7.104], [1.354, 2.012, 7.213], [-0.354, 2.760, 2.705], [0.361, 4.520, 4.605], [1.577, 3.922, 5.763], [-0.149, 3.813, 6.147], [-0.475, -2.148, 4.307], [0.668, -4.337, 4.528], [3.085, -4.426, 5.050], [4.374, -2.332, 5.297], [3.237, -0.143, 5.017]], "mulliken_charge": [0.0335, -1.7435, 1.0335, -1.4269, 0.1101, -0.2369, -0.8272, 1.0996, -1.5738, -0.7666, -0.0282, 0.4248, 0.3312, 0.3358, 0.2742, 0.3601, 0.3842, 0.3322, 0.2196, 0.3682, 0.2437, 0.5158, 0.1964, 0.2961, 0.0094, -0.7114, -0.1068, 0.8007, 0.8013, -0.5961, -0.6961, 0.4652, -0.8163, -0.5313, -0.4809, -0.7104, -0.0312, 0.5000, 0.4044, 0.3987, 0.5055, -0.2603, 1.0712, -0.2956, -0.4449, -0.7338, -0.4733, 0.1813, -0.3708, 0.3611, -1.1624, -0.1258, 0.6589, 0.2758, 0.3047, -0.0929, 0.6026, -1.1427, -0.2464, -0.3454, -0.6852, -0.4320, -0.7443, 0.2424, 0.3875, 0.3207, 0.4247, -0.1528, -0.1406, 0.3805, 0.3028, 0.5030, 0.3828, 0.3929, 0.3784, 0.5173]}

=====

{"formula": "C29H31BrCuN4O3SSi", "method": "wB97M-V/def2-TZVPD", "relative_energy_kj_mol": 123.9, "charge": -1, "symbols": ["Cu", "O", "C", "C", "C", "C", "C", "C", "C", "O", "N", "N", "C", "C", "Br", "C", "C", "C", "C", "C", "C", "C", "H", "H", "H", "H", "H", "H", "H", "H", "H", "H", "H", "H", "H", "H", "C", "Si", "C", "C", "C", "C", "C", "C", "N", "C", "S", "H", "H", "H", "H", "H", "H", "H", "H", "H", "H", "H", "H", "O", "N", "C", "C", "C", "C", "C", "H", "H", "H", "H", "H"], "positions_angstrom": [[0.755, -1.142, 1.130], [5.383, -0.598, 0.438], [5.151, 0.359, -0.497], [6.196, 0.813, -1.302], [6.012, 1.841, -2.211], [4.770, 2.445, -2.313], [3.725, 1.969, -1.533], [3.873, 0.920, -0.633], [2.606, 0.358, 0.031], [2.617, -0.912, 0.373], [2.260, 1.244, 1.222], [1.388, 0.686, 2.048], [0.600, 1.418, 2.762], [-0.204, 0.858, 3.804], [0.088, -1.012, 4.138], [-1.082, 1.468, 4.622], [-1.555, 2.845, 4.599], [-2.026, 3.395, 5.802], [-2.492, 4.694, 5.873], [-2.514, 5.492, 4.735], [-2.080, 4.957, 3.531], [-1.615, 3.654, 3.458], [6.290, -0.905, 0.351], [7.173, 0.348, -1.195], [6.834, 2.156, -2.843], [4.611, 3.262, -3.006], [2.738, 2.405, -1.653], [1.794, 0.598, -0.701], [2.095, 2.223, 0.996], [0.576, 2.500, 2.626], [-1.479, 0.869, 5.432], [-2.007, 2.779, 6.694], [-2.847, 5.087, 6.818], [-2.878, 6.510, 4.783], [-2.119, 5.561, 2.632], [-1.334, 3.241, 2.498], [-4.690, -0.898, -3.643], [-3.856, -0.879, -1.933], [-4.496, 0.661, -1.048], [-4.421, -2.439, -1.028], [-2.004, -0.902, -2.222], [-1.449, -0.918, -3.494], [-0.073, -1.031, -3.683], [0.712, -1.181, -2.551], [0.217, -1.166, -1.322], [-1.101, -0.978, -1.126], [-1.569, -0.837, 0.523], [-5.777, -0.925, -3.533], [-4.393, -1.770, -4.231], [-4.438, -0.002, -4.216], [-5.589, 0.656, -1.004], [-4.181, 1.568, -1.568], [-4.103, 0.698, -0.032], [-5.511, -2.466, -0.936], [-3.990, -2.465, -0.027], [-4.107, -3.343, -1.557], [-2.099, -0.833, -4.361], [0.364, -1.017, -4.673], [1.789, -1.320, -2.620], [0.749, -3.182, 1.278], [0.945, -3.702, 0.116], [2.172, -3.673, -0.453], [2.379, -4.239, -1.689], [1.329, -4.828, -2.382], [0.069, -4.804, -1.798], [-0.100, -4.238, -0.557], [2.910, -3.112, 0.102], [3.370, -4.200, -2.121], [1.483, -5.271, -3.356], [-0.793, -5.204, -2.314], [-1.050, -4.148, -0.052]], "mulliken_charge": [0.2651, -0.4436, 0.8135, -0.7017, -0.5197, -0.8626, -0.4440, -0.1481, 0.8722, -0.8718, -0.1985, -0.1342, -0.1786, 0.1756, -0.2079, -1.0542, 0.6749, -0.5309, -0.4945, -0.3947, -0.6196, -0.3199, 0.2807, 0.2301, 0.3565, 0.3662, 0.3587, 0.0977, 0.3135, 0.5128, 0.3158, 0.3396, 0.3515, 0.3630, 0.3644, 0.5612, -1.1404, 0.2623, -1.0045, -0.9624, 0.4598, 0.0892, -1.3923, -0.3368, 0.5050, -0.4358, -0.4538, 0.2845, 0.2802, 0.3056, 0.3104, 0.3296, 0.2782, 0.3477, 0.2556, 0.3044, 0.3113, 0.3682, 0.5089, -0.8592, 0.6978, -0.1072, -0.9349, -0.1500, -0.7256, -0.1787, 0.6379, 0.4089, 0.3787, 0.3990, 0.4701]}

=====

{"formula": "C29H31ClF3N6O2S", "method": "wB97M-V/def2-TZVPD", "charge": -1, "symbols": ["C", "C", "C", "Cl", "N", "S", "O", "O", "C", "F", "F", "F", "H", "H", "H", "H", "H", "H", "N", "C", "C", "C", "C", "C", "H", "H", "H", "H", "H", "N", "C", "C", "C", "C", "C", "H", "H", "H", "H", "H", "N", "C", "C", "C", "C", "C", "H", "H", "H", "H", "H", "N", "C", "C", "C", "C", "C", "H", "H", "H", "H", "H", "N", "C", "C", "C", "C", "C", "H", "H", "H", "H", "H"], "positions_angstrom": [[1.674, -2.534, 7.591], [0.735, -2.634, 6.235], [0.424, -1.186, 5.526], [1.301, 0.249, 6.392], [-1.035, -0.908, 5.246], [-2.039, -1.047, 6.662], [-1.331, -0.798, 8.013], [-3.153, 0.062, 6.521], [-2.998, -2.691, 6.736], [-2.953, -3.260, 5.339], [-4.421, -2.399, 7.152], [-2.469, -3.635, 7.750], [2.808, -2.341, 7.375], [1.610, -3.610, 8.102], [1.231, -1.786, 8.406], [-0.209, -3.271, 6.504], [1.364, -3.296, 5.466], [0.955, -1.232, 4.456], [2.463, 0.406, 2.619], [2.144, 0.203, 1.322], [1.978, 1.224, 0.400], [2.144, 2.535, 0.833], [2.471, 2.777, 2.164], [2.619, 1.690, 3.010], [2.022, -0.837, 1.033], [1.725, 1.002, -0.630], [2.021, 3.362, 0.140], [2.606, 3.787, 2.532], [2.877, 1.826, 4.056], [-1.228, 1.632, -0.744], [-2.085, 2.541, -1.258], [-3.459, 2.367, -1.300], [-3.989, 1.187, -0.789], [-3.132, 0.231, -0.254], [-1.773, 0.497, -0.253], [-1.623, 3.443, -1.648], [-4.100, 3.133, -1.722], [-5.062, 1.015, -0.806], [-3.514, -0.699, 0.152], [-1.063, -0.217, 0.156], [-2.353, 3.916, -4.067], [-2.271, 2.610, -4.405], [-2.441, 2.137, -5.697], [-2.715, 3.056, -6.704], [-2.807, 4.407, -6.387], [-2.618, 4.784, -5.067], [-2.059, 1.932, -3.584], [-2.362, 1.077, -5.911], [-2.856, 2.722, -7.728], [-3.020, 5.148, -7.149], [-2.676, 5.828, -4.770], [1.568, 2.316, -7.815], [1.133, 2.290, -6.536], [1.678, 1.479, -5.553], [2.730, 0.640, -5.902], [3.199, 0.642, -7.211], [2.592, 1.491, -8.123], [0.308, 2.961, -6.315], [1.290, 1.502, -4.541], [3.182, -0.011, -5.158], [4.017, -0.001, -7.514], [2.924, 1.532, -9.156], [2.058, -2.989, 0.157], [0.798, -3.282, 0.545], [0.391, -4.543, 0.952], [1.330, -5.568, 0.958], [2.636, -5.298, 0.561], [2.949, -4.005, 0.175], [0.101, -2.450, 0.520], [-0.635, -4.721, 1.257], [1.048, -6.570, 1.270], [3.391, -6.075, 0.554], [3.955, -3.743, -0.140]], "mulliken_charge": [-0.9862, -0.2322, 0.2619, -0.2868, -0.4896, 0.8884, -0.5887, -0.6917, 0.5693, -0.2422, -0.2415, -0.2166, 0.2739, 0.3197, 0.2451, 0.0785, 0.2430, 0.0819, -0.3995, -0.1326, -0.3822, -0.3324, -0.4130, -0.2601, 0.5329, 0.3741, 0.3705, 0.3666, 0.3398, -0.1689, -0.7045, -0.2631, -0.3215, -0.6248, 0.1750, 0.5261, 0.4412, 0.3765, 0.3716, 0.1784, -0.2823, 0.2327, -0.9100, -0.1631, -0.3765, -0.3676, 0.3609, 0.3894, 0.3717, 0.3739, 0.3768, -0.5593, -0.2746, -0.3457, -0.3622, -0.3227, -0.2086, 0.4851, 0.4966, 0.3753, 0.3548, 0.3607, -0.4067, 0.4125, -0.6920, -0.1945, -0.4186, -0.3124, 0.1236, 0.3762, 0.3730, 0.3554, 0.3423]}

=====

no.,total energy (eV)
1,-103605.2709
2,-176073.9255
3,-75117.4389